[1]
This record from OMol25 describes a structure of composition Cl12O2V2 at a distorted geometry. The level of theory is wB97M-V/def2-TZVPD.

Output
**Spin multiplicity**: 3
**Total charge**: -8
**HOMO level (spin up / spin down)**: 12.43 / 12.43 eV
**Total energy**: -205700.168 eV

```
16
Cl12O2V2 wB97M-V/def2-TZVPD
O -3.534 5.292 -10.518
V -4.068 4.346 -9.487
O -9.323 3.864 -6.264
V -8.749 3.266 -7.556
Cl -5.714 -0.667 -8.184
Cl -9.817 5.224 -8.653
Cl -2.385 5.028 -7.581
Cl -6.075 3.864 -8.020
Cl -7.882 3.843 -3.448
Cl -8.942 0.810 -7.027
Cl -8.726 7.423 -5.782
Cl -4.135 7.682 -5.631
Cl -6.539 5.870 -12.367
Cl -5.975 7.931 -9.038
Cl -3.338 2.041 -10.201
Cl -8.022 2.407 -11.163
```


[2]
This record from OMol25 describes a structure of composition C16H19Cl2IrN7OS2. The level of theory is wB97M-V/def2-TZVPD.

Output
**Energy relative to the best compared isomer or geometry (same formula, charge and spin)**: 0.0 kcal/mol
**Spin multiplicity**: 2
**Total charge**: +2
**HOMO level (spin up / spin down)**: -14.49 / -14.39 eV
**Total energy**: -78919.857 eV

```
48
C16H19Cl2IrN7OS2 wB97M-V/def2-TZVPD
Ir 0.927 -0.268 0.157
C 0.239 2.183 -5.276
C 0.503 3.081 -4.079
N 1.410 2.460 -3.102
C 1.020 1.556 -2.216
S 2.306 0.890 -1.163
N -0.230 1.169 -2.163
N -0.493 0.274 -1.174
C -1.696 -0.160 -0.979
C -2.866 0.251 -1.797
C -1.823 -1.130 0.123
C -3.011 -1.770 0.419
C -3.031 -2.723 1.429
C -1.863 -3.016 2.111
C -0.707 -2.330 1.782
N -0.692 -1.403 0.825
H -0.431 2.689 -5.971
H -0.234 1.250 -4.969
H 1.163 1.955 -5.807
H -0.422 3.326 -3.558
H 0.972 4.014 -4.384
H 2.383 2.719 -3.117
H -2.563 0.942 -2.575
H -3.611 0.733 -1.160
H -3.330 -0.625 -2.254
H -3.906 -1.537 -0.139
H -3.952 -3.238 1.670
H -1.838 -3.761 2.892
H 0.231 -2.507 2.289
Cl 1.648 -2.372 -0.934
C 1.061 -2.396 -2.648
Cl -0.622 -2.841 -2.753
H 1.679 -3.140 -3.138
H 1.223 -1.400 -3.045
O -1.736 2.370 1.399
C -0.728 1.800 1.286
N 0.351 1.243 1.258
S 2.676 -0.796 1.717
C 2.145 -0.280 3.274
N 3.122 0.168 4.108
C 2.879 0.544 5.379
C 1.596 0.499 5.841
C 0.627 0.046 4.943
N 0.892 -0.344 3.704
H 4.065 0.223 3.739
H 3.730 0.871 5.961
H 1.350 0.797 6.848
H -0.411 -0.016 5.248
```


[3]
This record from OMol25 describes a structure of composition C23H28BIrN8O6S2 at a distorted geometry. The level of theory is wB97M-V/def2-TZVPD.

Output
**Energy relative to the best compared isomer or geometry (same formula, charge and spin)**: 36.3 kcal/mol
**Spin multiplicity**: 1
**HOMO level (spin up / spin down)**: -7.58 / -7.58 eV
**Total energy**: -73699.798 eV

```
69
C23H28BIrN8O6S2 wB97M-V/def2-TZVPD
Ir 0.745 1.050 -0.173
N 2.782 1.219 -0.156
N 3.283 1.015 1.148
C 2.363 1.269 2.185
O 2.752 1.394 3.321
O 1.122 1.283 1.780
H 3.132 0.489 -0.771
H 3.036 2.140 -0.507
H 4.235 1.293 1.325
O -0.134 4.055 -0.426
B 0.829 3.035 -0.619
O 2.059 3.668 -0.947
C 1.838 5.027 -0.898
C 2.732 6.047 -1.123
C 2.230 7.343 -1.000
C 0.899 7.575 -0.675
C 0.006 6.526 -0.460
C 0.512 5.253 -0.582
H 3.764 5.852 -1.377
H 2.893 8.183 -1.159
H 0.547 8.594 -0.583
H -1.031 6.696 -0.204
C 0.155 -2.741 -4.160
C 0.691 -1.325 -4.186
N 0.791 -0.861 -2.819
C 1.170 -1.649 -1.768
N 1.331 -1.093 -0.595
C 1.675 -1.944 0.549
C 2.487 -3.150 0.118
C 1.685 -3.885 -0.930
N 1.349 -2.970 -2.019
C 1.077 -3.591 -3.310
H 0.098 -3.154 -5.167
H -0.848 -2.738 -3.729
H 0.018 -0.658 -4.724
H 1.664 -1.299 -4.692
H 0.690 0.118 -2.614
H 0.756 -2.271 1.042
H 2.241 -1.338 1.254
H 2.681 -3.804 0.969
H 3.450 -2.834 -0.294
H 0.763 -4.273 -0.487
H 2.244 -4.715 -1.364
H 0.616 -4.560 -3.112
H 2.021 -3.778 -3.836
N -4.130 -1.907 6.085
C -3.637 -2.061 4.804
C -4.477 -1.918 3.697
C -3.993 -2.123 2.418
C -2.661 -2.464 2.226
C -1.818 -2.614 3.321
C -2.298 -2.412 4.598
S -2.036 -2.725 0.606
O -0.988 -3.710 0.702
O -3.160 -2.986 -0.264
N -1.302 -1.337 0.243
C -1.900 -0.346 -0.347
S -3.576 -0.244 -0.833
C -3.326 1.384 -1.376
C -2.057 1.762 -1.206
N -1.209 0.807 -0.634
H -5.000 -1.418 6.194
H -3.466 -1.760 6.823
H -5.518 -1.654 3.844
H -4.650 -2.031 1.564
H -0.783 -2.890 3.165
H -1.639 -2.530 5.450
H -4.124 1.964 -1.807
H -1.650 2.715 -1.495
```


[4]
This record from OMol25 describes a cluster of 2 separate species, C3H9NSi in total at a distorted geometry. The level of theory is wB97M-V/def2-TZVPD.

Output
**Energy relative to the best compared isomer or geometry (same formula, charge and spin)**: 63.4 kcal/mol
**Spin multiplicity**: 1
**HOMO level**: -7.43 eV
**Total energy**: -12621.513 eV

```
14
C3H9NSi wB97M-V/def2-TZVPD
C 2.423 1.010 1.137
C -2.100 0.769 -0.089
C -0.628 -1.824 -0.654
N 1.920 0.501 0.122
Si -0.816 -0.514 0.742
H 2.242 0.719 2.162
H 3.300 1.702 0.985
H -2.932 0.347 -0.722
H -2.605 1.395 0.671
H -1.469 1.353 -0.864
H -1.611 -1.866 -1.237
H 0.072 -1.542 -1.422
H -0.191 -2.612 -0.042
H 2.394 0.561 -0.791
```


[5]
This record from OMol25 describes a cluster of 2 separate species, CIOS in total at a distorted geometry. The level of theory is wB97M-V/def2-TZVPD.

Output
**Energy relative to the best compared isomer or geometry (same formula, charge and spin)**: 0.0 kcal/mol
**Spin multiplicity**: 1
**Total charge**: -1
**HOMO level**: -3.56 eV
**Total energy**: -22023.364 eV

```
4
CIOS wB97M-V/def2-TZVPD
C -0.715 -1.106 -0.221
O -1.036 -2.212 -0.433
S -0.137 0.275 0.173
I 1.888 3.043 0.481
```


[6]
This record from OMol25 describes the molecule C6H11N at a distorted geometry. The level of theory is wB97M-V/def2-TZVPD.

Output
**Energy relative to the best compared isomer or geometry (same formula, charge and spin)**: 74.7 kcal/mol
**Spin multiplicity**: 1
**HOMO level**: -7.89 eV
**Total energy**: -7887.294 eV
**Structure (SMILES)**: C/C=C/C/C=C/N

```
18
C6H11N wB97M-V/def2-TZVPD
C 0.477 0.126 2.892
C 0.695 0.021 1.441
C 1.224 0.799 0.466
C 1.154 0.450 -1.056
C -0.311 0.498 -1.498
C -0.984 -0.474 -2.218
N -2.408 -0.650 -2.059
H 0.194 -0.880 3.355
H -0.491 0.609 3.064
H 1.202 0.568 3.500
H 0.592 -1.028 1.174
H 1.907 1.663 0.735
H 1.634 -0.585 -1.090
H 1.705 0.943 -1.891
H -0.954 0.947 -0.789
H -0.276 -1.163 -2.742
H -2.569 -1.660 -1.965
H -2.791 -0.186 -1.320
```


[7]
This record from OMol25 describes the molecule C5H8S2 at a distorted geometry. The level of theory is wB97M-V/def2-TZVPD.

Output
**Energy relative to the best compared isomer or geometry (same formula, charge and spin)**: 17.2 kcal/mol
**Spin multiplicity**: 1
**HOMO level**: -8.70 eV
**Total energy**: -26984.413 eV
**Structure (SMILES)**: S[C@H]1[C@H]2CS[C@@H]1C2

```
15
C5H8S2 wB97M-V/def2-TZVPD
S 1.251 -1.239 1.289
C 0.822 -0.600 -0.351
C -0.583 -0.768 -0.994
C -1.588 -0.195 0.022
S -0.771 1.391 0.501
C 0.581 0.908 -0.622
C -0.164 0.424 -1.887
H 0.485 -0.336 1.977
H 1.594 -0.980 -1.016
H -0.865 -1.723 -1.397
H -1.716 -0.828 0.865
H -2.573 -0.013 -0.441
H 1.423 1.644 -0.663
H 0.493 0.112 -2.676
H -0.937 1.087 -2.287
```


[8]
This record from OMol25 describes a structure of composition C36H24Cl5NOP2TeZn. The level of theory is wB97M-V/def2-TZVPD.

Output
**Spin multiplicity**: 1
**HOMO level**: -7.65 eV
**Total energy**: -178159.569 eV

```
71
C36H24Cl5NOP2TeZn wB97M-V/def2-TZVPD
Zn 0.064 0.005 -0.773
Te 3.022 2.954 -1.451
C 4.342 4.219 -0.397
C 3.855 5.067 0.590
C 4.758 5.843 1.298
N 6.076 5.832 1.088
C 6.525 5.024 0.132
C 5.707 4.201 -0.634
C 2.130 2.116 0.300
P 2.319 0.322 0.202
C 4.042 -0.093 -0.188
C 5.087 0.584 0.437
C 6.399 0.304 0.090
C 6.675 -0.652 -0.881
C 5.637 -1.333 -1.499
C 4.321 -1.051 -1.155
C 2.097 -0.380 1.875
C 2.612 0.258 3.003
C 2.468 -0.316 4.255
C 1.807 -1.533 4.392
C 1.293 -2.173 3.274
C 1.435 -1.596 2.017
P 0.344 2.237 0.231
C -0.219 2.098 1.962
C -1.319 1.318 2.297
C -1.732 1.212 3.620
C -1.048 1.896 4.613
C 0.056 2.677 4.286
C 0.476 2.768 2.969
C -0.236 3.869 -0.329
C -0.434 4.936 0.543
C -0.789 6.185 0.052
C -0.960 6.377 -1.312
C -0.797 5.311 -2.185
C -0.441 4.066 -1.694
H 2.796 5.117 0.810
H 4.406 6.514 2.075
H 7.598 5.021 -0.028
H 6.138 3.553 -1.386
H 4.873 1.349 1.175
H 7.207 0.837 0.574
H 7.700 -0.861 -1.158
H 5.850 -2.079 -2.253
H 3.508 -1.577 -1.641
H 3.106 1.218 2.897
H 2.865 0.186 5.128
H 1.690 -1.977 5.372
H 0.779 -3.121 3.374
H 1.043 -2.105 1.143
H -1.862 0.786 1.525
H -2.584 0.595 3.871
H -1.365 1.812 5.644
H 0.599 3.200 5.063
H 1.365 3.334 2.712
H -0.323 4.798 1.610
H -0.938 7.007 0.739
H -1.228 7.354 -1.692
H -0.943 5.450 -3.248
H -0.328 3.234 -2.380
Cl -5.400 -4.688 0.101
C -3.927 -3.844 -0.183
C -3.938 -2.478 -0.438
Cl -5.422 -1.609 -0.481
C -2.741 -1.810 -0.655
Cl -2.724 -0.102 -0.967
C -1.497 -2.454 -0.636
O -0.361 -1.842 -0.834
C -1.516 -3.837 -0.376
Cl 0.003 -4.650 -0.326
C -2.704 -4.517 -0.155
Cl -2.671 -6.207 0.162
```


[9]
This record from OMol25 describes a cluster of 2 separate species, C3H10NS in total at a distorted geometry. The level of theory is wB97M-V/def2-TZVPD.

Output
**Energy relative to the best compared isomer or geometry (same formula, charge and spin)**: 31.0 kcal/mol
**Spin multiplicity**: 1
**Total charge**: -1
**HOMO level**: -2.26 eV
**Total energy**: -15598.456 eV

```
15
C3H10NS wB97M-V/def2-TZVPD
C 0.704 0.566 -2.354
N 1.680 1.500 -1.746
H -0.331 0.873 -2.275
H 0.966 -0.411 -1.960
H 0.932 0.289 -3.425
H 2.049 0.956 -0.985
H 1.201 2.314 -1.402
C -1.459 -1.286 2.030
C -0.306 -0.345 1.640
S -0.868 0.999 0.470
H -2.239 -1.383 1.282
H -1.849 -1.023 3.013
H -1.082 -2.334 2.088
H 0.472 -0.867 1.103
H 0.130 0.154 2.518
```


[10]
This record from OMol25 describes a cluster of 2 separate species, C30H27Br2N2O11P4S2 in total at a distorted geometry. The level of theory is wB97M-V/def2-TZVPD.

Output
**Spin multiplicity**: 1
**Total charge**: -1
**HOMO level**: -5.52 eV
**Total energy**: -255968.956 eV

```
78
C30H27Br2N2O11P4S2 wB97M-V/def2-TZVPD
N 0.731 3.165 -2.169
C 0.402 3.497 -0.805
O 1.057 4.270 -0.172
C -0.782 2.802 -0.184
C -0.212 1.595 0.556
N -1.185 0.790 1.329
C -1.381 -0.492 0.807
C -2.531 -0.882 0.147
C -2.702 -2.154 -0.361
C -1.696 -3.087 -0.207
P -1.916 -4.790 -0.850
P -2.567 -4.529 -2.889
O -2.457 -5.760 -3.672
O -4.081 -3.953 -2.944
O -1.641 -3.366 -3.509
C -0.499 -2.754 0.454
P 0.662 -4.162 0.552
O 1.855 -3.676 1.538
Br 1.676 -4.128 -1.515
C -0.348 -1.449 0.969
C 0.880 -1.020 1.738
C 2.092 -0.827 0.801
C 3.356 -0.502 1.538
C 4.469 -1.327 1.388
C 5.660 -1.039 2.035
C 5.763 0.076 2.850
C 4.654 0.894 2.998
C 3.459 0.621 2.349
S -3.859 0.260 -0.108
C -3.594 1.362 1.265
C -4.665 2.090 1.796
P -6.327 1.927 1.171
O -6.793 0.413 1.447
O -7.213 2.817 2.160
S -6.510 2.385 -0.688
C -4.429 2.970 2.840
C -3.151 3.125 3.353
Br -2.959 4.373 4.767
C -2.095 2.380 2.857
C -0.684 2.520 3.453
O -0.223 3.665 3.518
O -0.145 1.450 3.787
C -2.319 1.485 1.795
H 1.524 2.525 -2.129
H 1.132 4.019 -2.544
H -1.257 3.530 0.462
H -1.447 2.471 -0.976
H 0.232 0.939 -0.183
H 0.576 1.936 1.225
H -3.623 -2.408 -0.860
H -3.054 -5.296 -0.191
H -4.127 -3.275 -3.626
H -1.398 -2.752 -2.799
H 2.407 -4.428 1.769
H 0.717 -0.078 2.250
H 1.107 -1.742 2.508
H 1.897 -0.016 0.107
H 2.205 -1.708 0.185
H 4.390 -2.193 0.751
H 6.518 -1.679 1.897
H 6.674 0.349 3.357
H 4.696 1.769 3.628
H 2.621 1.292 2.474
H -6.911 0.279 2.396
H -8.100 2.896 1.794
H -5.226 3.549 3.274
C 3.652 1.306 -4.023
C 4.099 0.769 -5.154
C 3.873 -0.663 -5.465
O 4.281 -1.153 -6.497
C 3.131 -1.470 -4.467
C 2.683 -0.940 -3.331
C 2.909 0.498 -3.023
O 2.502 1.006 -2.002
H 3.804 2.349 -3.776
H 4.642 1.342 -5.895
H 2.976 -2.513 -4.715
H 2.143 -1.547 -2.609
```


[11]
This record from OMol25 describes a cluster of 2 separate species, C2H2NO2S in total at a distorted geometry. The level of theory is wB97M-V/def2-TZVPD.

Output
**Energy relative to the best compared isomer or geometry (same formula, charge and spin)**: 102.5 kcal/mol
**Spin multiplicity**: 1
**Total charge**: -1
**HOMO level**: -3.29 eV
**Total energy**: -18523.983 eV

```
8
C2H2NO2S wB97M-V/def2-TZVPD
C 1.009 -0.454 -0.921
C -2.445 0.700 -0.166
N -3.522 0.365 0.004
O 0.237 2.077 -0.387
O 2.235 0.305 -0.615
S 0.977 0.881 0.212
H -1.351 0.725 -0.432
H 0.863 -1.400 -0.330
```


[12]
This record from OMol25 describes a cluster of 2 separate species, C3H11N3 in total at a distorted geometry. The level of theory is wB97M-V/def2-TZVPD.

Output
**Energy relative to the best compared isomer or geometry (same formula, charge and spin)**: 37.3 kcal/mol
**Spin multiplicity**: 1
**HOMO level**: -8.82 eV
**Total energy**: -7758.468 eV
**Structure (SMILES)**: [H]/N=C/N.CCN

```
17
C3H11N3 wB97M-V/def2-TZVPD
H -4.834 -0.006 0.962
N -4.714 0.857 0.436
C -3.716 0.678 -0.341
N -2.752 1.597 -0.662
H -3.569 -0.261 -0.884
H -1.942 1.287 -1.164
H -2.688 2.345 0.014
C 2.977 0.325 0.269
C 2.673 -1.137 0.225
N 1.371 -1.387 -0.520
H 4.031 0.578 0.477
H 2.389 0.918 0.968
H 2.911 0.673 -0.772
H 2.540 -1.405 1.292
H 3.417 -1.843 -0.151
H 1.145 -2.350 -0.269
H 0.761 -0.871 0.120
```